Entry 1:
ORCA calculation (ωB97M-V with the def2-TZVPD basis set) on C37H26N8O3PS2Ti as an isolated structure.

The geometry in XYZ format:
```
78
Properties=species:S:1:pos:R:3:forces:R:3
Ti -0.406 0.585 -0.118 0.1 -0.3 -0.1
C 3.664 2.004 4.916 0.0 0.0 0.0
C 2.655 2.897 5.282 0.0 0.0 0.0
C 1.554 3.107 4.459 0.0 0.0 0.0
C 1.490 2.394 3.275 0.0 0.0 0.0
C 0.491 2.387 2.185 0.0 0.0 0.1
N 0.872 1.443 1.239 0.0 0.0 0.1
C 2.122 0.945 1.596 0.0 0.0 0.1
N 2.901 0.162 0.953 0.0 0.0 -0.1
C 2.578 -0.303 -0.306 -0.1 0.1 0.2
C 3.472 -1.006 -1.124 0.0 -0.1 -0.1
C 4.798 -1.459 -0.950 0.0 0.1 0.0
C 5.387 -2.180 -1.952 0.0 0.0 -0.1
C 4.683 -2.467 -3.163 0.1 0.0 0.0
C 3.402 -2.034 -3.359 -0.1 0.0 0.0
C 2.767 -1.297 -2.331 0.1 -0.1 0.1
C 1.486 -0.757 -2.179 -0.2 0.0 -0.1
N 0.512 -0.820 -3.154 0.2 0.1 0.1
C -0.574 -0.152 -3.084 -0.2 0.0 -0.1
N -1.043 0.692 -2.070 -0.1 0.0 -0.1
C -2.175 1.345 -2.538 0.0 0.0 0.0
N -2.843 2.295 -1.996 0.1 0.1 0.1
C -2.448 2.855 -0.800 0.0 -0.2 -0.1
N -1.420 2.432 0.009 0.0 0.3 -0.1
C -1.373 3.267 1.100 0.1 -0.1 0.2
N -0.504 3.193 2.171 0.0 0.0 -0.1
C -2.374 4.239 0.990 -0.1 0.0 0.0
C -2.775 5.320 1.809 0.0 0.0 0.0
C -3.825 6.097 1.407 0.0 0.0 0.0
C -4.514 5.835 0.182 0.0 0.0 0.1
C -4.145 4.796 -0.626 0.0 -0.1 0.0
C -3.064 3.976 -0.230 0.0 0.1 0.1
C -2.526 0.796 -3.865 0.0 0.1 0.0
C -3.574 1.076 -4.726 0.0 0.0 0.0
C -3.617 0.393 -5.935 0.0 0.0 0.0
C -2.628 -0.535 -6.272 0.0 0.0 0.0
C -1.573 -0.798 -5.406 -0.1 0.0 0.0
C -1.547 -0.123 -4.198 0.1 -0.1 0.1
N 1.378 -0.162 -0.948 0.2 0.1 -0.1
C 2.492 1.510 2.910 0.0 0.0 0.0
C 3.596 1.301 3.718 0.0 0.0 0.0
H 4.509 1.856 5.579 0.0 0.0 0.0
H 2.733 3.431 6.223 0.0 0.0 0.0
H 0.764 3.799 4.724 0.0 0.0 0.0
H 5.323 -1.242 -0.027 0.0 0.0 0.0
H 6.401 -2.546 -1.833 0.0 0.0 0.0
H 5.182 -3.044 -3.935 0.0 0.0 0.0
H 2.866 -2.256 -4.275 0.0 0.0 0.0
H -2.250 5.517 2.737 0.0 0.0 0.0
H -4.148 6.929 2.023 0.0 0.0 0.0
H -5.343 6.474 -0.102 0.0 0.0 0.0
H -4.664 4.592 -1.556 0.0 0.0 0.0
H -4.325 1.806 -4.451 0.0 0.0 0.0
H -4.428 0.580 -6.630 0.0 0.0 0.0
H -2.687 -1.054 -7.222 0.0 0.0 0.0
H -0.793 -1.508 -5.651 0.0 0.0 0.0
H 4.368 0.606 3.415 0.0 0.0 0.0
C -2.294 -4.370 3.983 0.0 0.0 0.0
C -1.195 -4.656 2.981 0.0 0.0 0.0
O -1.445 -3.940 1.770 0.0 0.0 0.0
P -0.460 -2.698 1.393 -0.1 -0.1 0.0
S -1.248 -1.997 -0.299 0.1 0.1 0.0
S -0.171 -1.475 2.884 0.0 0.0 0.0
O 0.937 -3.454 1.127 0.1 0.1 -0.1
C 1.061 -4.400 0.056 0.0 0.0 0.0
C 2.526 -4.556 -0.274 0.0 0.0 0.0
H -2.137 -4.950 4.896 0.0 0.0 0.0
H -3.267 -4.630 3.564 0.0 0.0 0.0
H -2.291 -3.309 4.232 0.0 0.0 0.0
H -1.166 -5.718 2.720 0.0 0.0 0.0
H -0.222 -4.377 3.393 0.0 0.0 0.0
H 0.499 -4.044 -0.811 0.0 0.0 0.0
H 0.623 -5.348 0.389 0.0 0.0 0.0
H 2.932 -3.626 -0.668 0.0 0.0 0.0
H 2.656 -5.339 -1.025 0.0 0.0 0.0
H 3.092 -4.827 0.619 0.0 0.0 0.0
O -3.125 0.213 1.879 -0.1 0.1 0.0
C -2.164 0.307 1.298 -0.1 -0.1 0.1
```
Forces are in eV/Å.

Computed properties:
E_tot   -4076.9451 Ha
Multiplicity   2
ΔE to the lowest compared entry with this formula, charge and spin   0.0 kcal per mole
Net charge   -2

***

Entry 2:
ORCA calculation (ωB97M-V with the def2-TZVPD basis set) on C37H27Br2CoF4N3O2P as an isolated structure in a non-equilibrium geometry.

The geometry in XYZ format:
```
77
Properties=species:S:1:pos:R:3:forces:R:3
Co 0.908 0.003 0.385 0.0 0.4 -0.1
Br 1.202 2.583 7.215 0.0 0.0 -0.1
C 1.079 2.283 5.348 0.3 -0.3 0.2
C 0.225 3.103 4.593 0.2 -0.4 -0.1
C 0.073 2.866 3.255 0.2 0.0 -0.2
C 0.786 1.831 2.597 0.5 -0.3 0.6
O 0.579 1.624 1.348 -0.3 -0.3 -0.7
C 1.699 1.033 3.379 -0.9 0.4 -0.6
C 2.439 -0.022 2.794 -0.1 -0.1 -0.7
N 2.454 -0.318 1.515 -0.6 0.7 0.9
C 3.220 -1.376 1.083 1.2 -1.1 0.1
C 4.443 -1.750 1.630 -0.9 0.5 -0.3
C 5.081 -2.906 1.188 0.0 -0.7 -0.4
C 4.507 -3.719 0.238 0.3 0.2 0.3
C 3.278 -3.365 -0.352 -0.2 0.4 0.1
C 2.592 -4.169 -1.285 -0.3 0.3 0.0
C 1.385 -3.737 -1.775 0.4 -0.3 -0.1
C 0.898 -2.482 -1.405 0.2 0.6 0.2
N 1.513 -1.699 -0.533 -0.8 -0.1 0.2
C 2.659 -2.148 0.034 0.7 -0.4 0.2
C 1.800 1.269 4.758 -0.3 0.4 0.5
H -0.327 3.896 5.075 0.0 0.0 0.1
H -0.595 3.470 2.661 -0.1 0.1 -0.1
H 2.974 -0.680 3.477 0.3 0.2 0.0
H 4.898 -1.143 2.398 0.0 0.1 0.0
H 6.030 -3.173 1.627 0.1 -0.1 0.0
H 4.986 -4.636 -0.073 0.1 -0.1 0.0
H 3.017 -5.113 -1.586 0.0 -0.2 0.0
H 0.814 -4.345 -2.455 -0.1 0.0 -0.1
H -0.011 -2.096 -1.846 0.0 -0.1 0.1
H 2.444 0.641 5.357 0.1 0.0 0.1
F -3.103 1.034 5.508 0.0 0.0 -0.2
C -2.806 0.818 4.234 0.0 0.1 -0.3
C -3.334 1.626 3.231 0.1 -0.1 0.1
F -4.163 2.616 3.541 0.1 -0.1 0.0
C -2.989 1.412 1.900 0.0 -0.3 -0.1
F -3.541 2.217 0.992 -0.1 0.1 0.3
C -2.123 0.392 1.509 0.1 0.2 0.4
P -1.378 0.233 -0.166 -0.5 -0.1 0.2
C -2.310 -1.143 -0.910 0.2 0.0 -0.1
C -3.026 -2.086 -0.183 0.0 0.2 0.0
C -3.602 -3.165 -0.833 -0.1 -0.1 0.0
C -3.488 -3.304 -2.206 0.0 0.0 0.1
C -2.781 -2.362 -2.937 0.0 0.0 -0.1
C -2.178 -1.301 -2.291 -0.1 0.0 0.1
C -1.951 1.691 -1.087 0.2 -0.1 -0.1
C -1.178 2.847 -1.000 0.1 -0.2 0.0
C -1.562 3.987 -1.684 0.0 0.1 0.0
C -2.712 3.984 -2.456 0.1 0.0 0.0
C -3.476 2.831 -2.548 -0.1 0.0 -0.1
C -3.103 1.683 -1.873 0.1 0.0 0.1
C -1.629 -0.416 2.539 -0.2 0.1 0.1
Br -0.484 -1.865 2.154 0.0 -0.1 0.2
C -1.951 -0.218 3.872 0.1 0.0 -0.1
F -1.420 -1.003 4.807 -0.2 0.2 0.0
H -3.144 -1.978 0.886 0.0 0.0 0.0
H -4.144 -3.900 -0.258 -0.1 -0.1 0.0
H -3.949 -4.142 -2.709 0.0 -0.1 0.0
H -2.701 -2.459 -4.009 0.0 0.0 -0.1
H -1.611 -0.570 -2.853 0.0 0.0 -0.1
H -0.276 2.836 -0.406 0.0 0.1 0.0
H -0.963 4.882 -1.615 0.1 0.1 0.0
H -3.008 4.877 -2.988 0.0 0.0 0.0
H -4.374 2.832 -3.145 -0.1 0.0 -0.1
H -3.712 0.793 -1.952 0.0 0.0 0.0
C 0.436 1.069 -4.023 -0.3 0.1 0.1
N 1.818 0.879 -3.645 -0.1 0.0 -0.1
C 2.767 0.694 -4.714 0.3 0.1 -0.2
C 2.173 0.886 -2.369 0.1 -0.1 0.4
O 1.381 1.028 -1.436 0.2 0.2 -0.2
H 0.359 1.854 -4.775 0.0 0.0 0.0
H -0.128 1.360 -3.136 0.0 0.0 -0.2
H 0.029 0.142 -4.434 0.0 0.0 -0.1
H 2.934 1.629 -5.251 0.0 0.0 0.0
H 2.387 -0.045 -5.418 0.0 -0.1 0.0
H 3.716 0.345 -4.316 0.0 0.0 0.0
H 3.250 0.753 -2.197 0.0 -0.1 0.0
```
Forces are in eV/Å.

Computed properties:
E_tot   -9012.3889 Ha
Multiplicity   2
ΔE to the lowest compared entry with this formula, charge and spin   5.7 kcal per mole
Net charge   +1

***

Entry 3:
ORCA calculation (ωB97M-V with the def2-TZVPD basis set) on C37H27BrIMnN2O2PS as an isolated structure.

The geometry in XYZ format:
```
73
Properties=species:S:1:pos:R:3:forces:R:3
Mn 0.399 1.399 0.602 0.0 0.3 0.4
I 1.246 0.190 3.639 -0.1 0.0 0.1
C -0.618 -0.339 4.440 0.1 0.0 -0.2
C -0.952 0.243 5.625 0.0 0.0 0.1
C -1.990 -0.297 6.411 0.0 0.0 0.0
C -2.578 -1.467 6.038 0.0 0.0 0.0
C -2.245 -2.086 4.808 0.1 0.0 -0.1
C -2.788 -3.348 4.464 0.0 0.0 0.0
C -2.461 -3.953 3.288 0.0 0.0 0.0
C -1.696 -3.249 2.339 0.0 0.0 0.0
C -1.183 -2.006 2.602 0.0 0.2 0.2
P -0.803 -0.958 1.131 0.1 -0.1 -0.2
C 0.413 -1.931 0.183 0.0 0.1 -0.2
C 1.430 -2.627 0.832 0.0 0.0 0.1
C 2.492 -3.153 0.108 0.0 0.0 0.0
C 2.549 -2.989 -1.269 0.0 0.0 0.0
C 1.531 -2.309 -1.927 0.0 0.0 0.1
C 0.471 -1.780 -1.206 0.0 0.0 0.0
C -2.393 -1.084 0.243 0.1 0.0 0.0
C -2.723 -2.107 -0.642 0.0 0.0 0.0
C -3.969 -2.125 -1.251 0.0 0.0 0.0
C -4.896 -1.129 -0.970 0.0 0.0 0.0
C -4.572 -0.109 -0.087 0.0 0.0 0.0
C -3.320 -0.081 0.507 0.0 0.0 0.0
C -1.333 -1.455 3.917 0.0 -0.1 0.0
H -0.385 1.090 5.989 0.0 0.0 0.0
H -2.256 0.186 7.342 0.0 0.0 0.0
H -3.306 -1.950 6.679 0.0 0.0 0.0
H -3.456 -3.829 5.169 0.0 0.0 0.0
H -2.848 -4.935 3.045 0.0 0.0 0.0
H -1.577 -3.669 1.348 0.0 0.0 0.0
H 1.396 -2.747 1.909 0.0 0.0 0.0
H 3.279 -3.689 0.623 0.0 0.0 0.0
H 3.383 -3.391 -1.830 0.0 0.0 0.0
H 1.565 -2.172 -3.000 0.0 0.0 0.0
H -0.306 -1.236 -1.732 0.0 0.0 0.0
H -2.003 -2.882 -0.874 0.0 0.0 0.0
H -4.215 -2.915 -1.949 0.0 0.0 0.0
H -5.865 -1.142 -1.451 0.0 0.0 0.0
H -5.283 0.680 0.121 0.0 0.0 0.0
H -3.049 0.740 1.162 0.0 0.0 0.0
O -1.528 1.636 -1.105 -0.1 0.1 0.0
S -0.579 1.629 -2.209 0.1 -0.1 0.2
O -0.804 0.713 -3.299 -0.1 -0.1 0.0
N 0.794 1.401 -1.441 -0.1 0.0 -0.1
C 2.002 1.059 -2.001 0.0 0.0 0.0
C 2.303 0.927 -3.338 -0.1 0.0 0.0
C 3.597 0.551 -3.746 0.0 0.0 -0.1
C 4.595 0.317 -2.846 0.1 0.0 0.0
C 4.329 0.460 -1.464 -0.2 0.0 0.1
C 5.311 0.289 -0.467 0.0 0.0 0.0
C 4.986 0.492 0.842 0.1 0.0 0.1
C 3.665 0.833 1.168 -0.1 0.0 0.0
N 2.706 0.965 0.282 0.0 0.0 0.0
C 3.030 0.815 -1.037 0.1 0.0 0.0
C -0.534 3.255 -2.895 0.0 0.0 -0.1
C -1.033 3.450 -4.175 0.1 0.1 0.0
C -1.034 4.734 -4.705 0.0 0.0 0.0
C -0.540 5.793 -3.957 0.0 0.0 0.0
C -0.045 5.580 -2.675 0.0 0.0 0.0
C -0.040 4.305 -2.133 0.0 0.0 0.0
H 1.530 1.097 -4.075 0.0 0.0 0.0
H 3.797 0.452 -4.806 0.0 0.0 0.0
H 5.591 0.041 -3.167 0.0 0.0 0.0
H 6.319 0.017 -0.758 0.0 0.0 0.0
H 5.720 0.396 1.631 0.0 0.0 0.0
H 3.409 1.021 2.203 0.0 0.0 0.0
H -1.403 2.604 -4.737 0.0 0.0 0.0
H -1.419 4.901 -5.702 0.0 0.0 0.0
H -0.541 6.792 -4.373 0.0 0.0 0.0
H 0.333 6.408 -2.090 0.0 0.0 0.0
H 0.325 4.136 -1.127 0.0 0.0 0.0
Br 0.072 3.540 1.827 0.0 -0.3 -0.2
```
Forces are in eV/Å.

Computed properties:
E_tot   -6448.5315 Ha
Multiplicity   6
ΔE to the lowest compared entry with this formula, charge and spin   0.0 kcal per mole